Record 1
Computed, not measured: C34H45Cl2CsN5O7 as an isolated structure, with ωB97M-V/def2-TZVPD.

Values from the calculation:
HOMO-LUMO gap   6.844 eV
E_HOMO   -0.333 hartree
Total charge   +1

Element x y z (Å)
C 2.93 0.22 4.18
O -3.92 -0.17 2.31
H 2.10 1.89 -4.88
C 0.11 4.62 -1.03
C -5.59 -0.23 0.49
C 1.62 -2.40 -0.96
C 1.21 3.91 3.06
H -1.99 2.77 -2.60
H 0.50 4.80 -2.03
H 7.07 -3.08 -0.44
C 1.84 2.65 3.34
O -4.58 -0.56 -0.44
C -2.35 3.35 -1.75
C 2.54 0.39 2.88
C 7.68 -4.30 -2.79
H -5.09 -1.96 -1.88
C -1.55 -3.22 2.11
H -2.91 -1.39 4.42
C -2.40 -3.47 0.88
C -1.77 5.17 0.44
H -5.13 -1.46 3.39
H -5.79 0.71 2.39
C 2.80 1.28 5.09
H -0.51 -3.09 1.79
C -0.19 3.13 -0.76
C 1.54 1.25 -4.20
C 2.26 2.47 4.67
H -3.18 3.53 0.69
C 3.91 -4.22 -2.33
O 0.65 4.28 2.02
C -3.12 -2.30 -1.09
N 2.11 -1.56 -1.93
Cl 2.69 -0.96 1.78
Cl 3.31 1.05 6.74
H 0.78 5.03 -0.28
C 4.93 -3.17 -0.42
H -2.65 5.82 0.51
H -3.41 3.12 -1.62
C 3.79 -3.59 -1.10
H -1.60 -4.10 2.76
H 1.24 4.62 3.91
H -5.07 -2.55 -0.22
O 1.69 1.73 1.14
H -1.93 -4.27 0.29
N -1.63 2.92 -0.56
O 0.49 -2.30 -0.49
H 0.37 2.82 0.13
C 5.17 -4.44 -2.88
C -2.15 4.87 -1.98
H 0.13 2.52 -1.60
C 6.32 -4.03 -2.21
H -1.62 3.30 1.50
C -4.24 -1.48 2.74
H -2.63 -1.59 -1.76
H 3.09 -1.66 -2.16
H 3.33 -0.73 4.51
H 8.13 -5.19 -2.34
H -1.71 5.10 -2.95
H 4.83 -2.66 0.53
Cs -0.78 0.13 0.98
H -0.37 2.12 -4.65
C 1.44 -0.54 -2.62
N -0.55 0.63 -3.25
H -4.58 1.45 1.34
C -4.57 -1.89 -0.92
H 2.17 -3.91 0.23
H -1.02 6.35 -1.08
N -1.19 5.36 -0.93
H 7.63 -4.46 -3.86
H -1.01 5.49 1.15
O -1.86 -2.04 2.84
N 2.50 -3.35 -0.54
H -0.54 -0.92 -1.89
H 2.14 3.28 5.38
H -3.05 -3.30 -1.55
H -3.07 5.44 -1.86
C 0.17 1.39 -4.07
H -4.45 -2.12 1.89
H 3.02 -4.55 -2.85
H 3.26 0.15 -3.54
C -4.99 0.50 1.67
H -3.41 -3.79 1.15
O -2.43 -2.27 0.14
C 2.19 0.28 -3.46
H -3.34 -3.03 3.90
C 6.18 -3.40 -0.97
C 2.01 1.62 2.35
H -6.11 -1.14 0.82
C 0.07 -0.31 -2.54
H -6.34 0.41 0.03
H 8.36 -3.46 -2.60
H 5.25 -4.93 -3.84
C -2.10 3.67 0.60
C -3.08 -2.03 3.55

Quick look at the Mulliken charges, all values in e: atom 1 (C): -0.73, atom 2 (O): -0.12, atom 3 (H): 0.44, atom 4 (C): -1.22, atom 5 (C): -0.69, atom 6 (C): -0.07, atom 7 (C): -0.53, atom 8 (H): 0.19, atom 9 (H): 0.36, atom 10 (H): 0.39, atom 11 (C): 1.08, atom 12 (O): -0.23, atom 13 (C): -0.44, atom 14 (C): 0.72, atom 15 (C): -1.39, atom 16 (H): 0.41, atom 17 (C): -0.44, atom 18 (H): 0.34, atom 19 (C): -0.89, atom 20 (C): -0.95, atom 21 (H): 0.47, atom 22 (H): 0.36, atom 23 (C): 0.13, atom 24 (H): 0.01, atom 25 (C): 2.39, atom 26 (C): -0.61, atom 27 (C): -1.02, atom 28 (H): 0.31, atom 29 (C): -0.05, atom 30 (O): -0.49, atom 31 (C): -0.57, atom 32 (N): 0.30, atom 33 (Cl): 0.04, atom 34 (Cl): -0.25, atom 35 (H): 0.45, atom 36 (C): 0.03, atom 37 (H): 0.40, atom 38 (H): 0.35, atom 39 (C): -0.74, atom 40 (H): 0.49, atom 41 (H): 0.26, atom 42 (H): 0.34, atom 43 (O): -0.74, atom 44 (H): 0.50, atom 45 (N): 0.04, atom 46 (O): -0.89, atom 47 (H): -0.62, atom 48 (C): -0.70, atom 49 (C): -0.57, atom 50 (H): -0.97, atom 51 (C): 0.87, atom 52 (H): 0.35, atom 53 (C): 0.25, atom 54 (H): 0.00, atom 55 (H): 0.10, atom 56 (H): 0.47, atom 57 (H): 0.29, atom 58 (H): 0.34, atom 59 (H): 0.38, atom 60 (Cs): 1.14, atom 61 (H): 0.40, atom 62 (C): 0.30, atom 63 (N): -0.46, atom 64 (H): -0.17, atom 65 (C): -0.61, atom 66 (H): 0.27, atom 67 (H): 0.33, atom 68 (N): -0.12, atom 69 (H): 0.36, atom 70 (H): 0.36, atom 71 (O): -0.14, atom 72 (N): 0.25, atom 73 (H): 0.28, atom 74 (H): 0.37, atom 75 (H): 0.36, atom 76 (H): 0.33, atom 77 (C): -0.56, atom 78 (H): -0.21, atom 79 (H): 0.45, atom 80 (H): 0.43, atom 81 (C): -0.18, atom 82 (H): 0.46, atom 83 (O): 0.39, atom 84 (C): -0.63, atom 85 (H): 0.39, atom 86 (C): -0.85, atom 87 (C): -0.46, atom 88 (H): 0.43, atom 89 (C): 0.34, atom 90 (H): 0.43, atom 91 (H): 0.36, atom 92 (H): 0.36, atom 93 (C): -0.28, atom 94 (C): -1.07

=====

Record 2
Computed, not measured: one molecule with the formula C22H27N3O, with ωB97M-V/def2-TZVPD.

Values from the calculation:
Structure (SMILES)   C[C@@H](NC1CCCCC1)C(=O)NN=C(c1ccccc1)c1ccccc1
HOMO-LUMO gap   8.666 eV
E_HOMO   -0.305 hartree
Total charge   0

Element x y z (Å)
H 3.76 -4.65 -1.37
H 3.78 -3.83 0.96
H 5.33 -2.82 -0.84
C 1.31 1.69 1.32
H 2.12 -2.14 1.70
C 2.02 0.87 0.25
H -1.01 -1.14 -0.89
C -3.97 0.46 -1.17
C 2.45 1.86 -0.85
H -5.44 1.72 3.31
H 3.89 0.77 1.05
H 2.99 1.35 -1.65
C -4.57 -0.35 -2.10
C -3.88 1.36 1.89
H -5.06 4.16 3.36
H 3.10 2.62 -0.42
H -5.57 -0.13 -2.44
H 4.38 -1.42 0.99
C 2.94 -3.59 0.31
H 1.31 0.15 -0.17
C -3.90 -1.46 -2.61
H 1.54 -1.98 0.04
C -2.87 1.92 1.11
H 4.73 -2.64 -2.49
H 2.51 -3.48 -1.79
C -2.02 1.05 0.27
O 1.87 2.35 2.16
C 3.37 -3.66 -1.15
C -3.45 4.10 1.95
N -0.05 1.69 1.24
C 2.42 -2.19 0.65
H 3.06 -0.98 -1.72
C -2.66 3.29 1.15
H -3.29 5.16 1.97
H 1.58 2.34 -1.27
H -1.90 3.74 0.53
H -4.04 0.29 1.87
C 4.44 -2.60 -1.43
H -2.09 -2.60 -2.57
H 4.70 -0.47 -1.29
H -4.38 -2.09 -3.34
H 2.15 -4.33 0.50
H -0.55 2.26 1.94
C -4.66 2.16 2.70
N 3.10 0.15 0.89
C -4.45 3.53 2.73
C 3.51 -1.15 0.39
C 3.93 -1.21 -1.09
C -2.01 -0.92 -1.24
H -4.49 1.33 -0.79
C -2.68 0.18 -0.72
N -0.74 0.98 0.34
C -2.62 -1.74 -2.18

Quick look at the Mulliken charges, all values in e: atom 1 (H): 0.33, atom 2 (H): 0.40, atom 3 (H): 0.38, atom 4 (C): -0.18, atom 5 (H): 0.42, atom 6 (C): 0.93, atom 7 (H): 0.68, atom 8 (C): -0.36, atom 9 (C): -1.58, atom 10 (H): 0.39, atom 11 (H): 0.35, atom 12 (H): 0.38, atom 13 (C): -0.79, atom 14 (C): -0.16, atom 15 (H): 0.40, atom 16 (H): 0.39, atom 17 (H): 0.39, atom 18 (H): 0.43, atom 19 (C): -0.93, atom 20 (H): -0.03, atom 21 (C): -0.37, atom 22 (H): -0.40, atom 23 (C): -0.22, atom 24 (H): 0.35, atom 25 (H): 0.30, atom 26 (C): 0.19, atom 27 (O): -0.69, atom 28 (C): -0.57, atom 29 (C): -0.75, atom 30 (N): 0.01, atom 31 (C): -0.01, atom 32 (H): 0.19, atom 33 (C): -0.05, atom 34 (H): 0.39, atom 35 (H): 0.37, atom 36 (H): 0.50, atom 37 (H): 0.48, atom 38 (C): -0.85, atom 39 (H): 0.40, atom 40 (H): 0.31, atom 41 (H): 0.39, atom 42 (H): 0.36, atom 43 (H): 0.32, atom 44 (C): -0.70, atom 45 (N): -0.21, atom 46 (C): -0.42, atom 47 (C): -0.14, atom 48 (C): -0.46, atom 49 (C): -0.49, atom 50 (H): 0.44, atom 51 (C): 0.39, atom 52 (N): -0.25, atom 53 (C): -0.65

=====

- The lowest E_HOMO belongs to which entry?
  C34H45Cl2CsN5O7

=====

- What is the formula in the second record?
  C22H27N3O

=====

- Which of these has the highest total charge?
  C34H45Cl2CsN5O7